Computed, not measured: a molecular structure, C35H38Cl3CrN4O2S2Si, with ωB97M-V/def2-TZVPD.

Last column: Mulliken charge in e.
CARTESIAN COORDINATES (ANGSTROEM)
Cr (0.27166, 1.40322, -0.57779)  0.5189
C (1.01805, 4.45077, -1.30834)  -0.9034
C (1.49455, 3.75052, -2.59334)  -0.9516
C (0.48326, 2.84896, -3.26024)  0.5118
C (-0.00498, 3.18844, -4.51363)  -0.9673
C (-0.91960, 2.36871, -5.15123)  -0.5835
C (-1.28459, 1.18294, -4.53687)  -1.5140
C (-0.75691, 0.89846, -3.29627)  -0.6828
N (0.08330, 1.71805, -2.64269)  1.3454
N (1.26991, 3.62634, -0.12461)  0.3017
C (0.45904, 3.95141, 1.04661)  -1.5177
C (0.47534, 2.78484, 2.00779)  0.7556
C (0.49229, 2.96737, 3.37668)  -0.9983
C (0.53199, 1.85937, 4.20963)  -0.7047
C (0.59020, 0.59959, 3.63861)  -0.5809
C (0.56551, 0.49300, 2.26332)  -0.3421
N (0.49476, 1.55853, 1.45700)  1.4548
C (2.68271, 3.49112, 0.21463)  -1.8148
C (3.20982, 2.07845, 0.06717)  1.1005
C (4.38753, 1.68738, 0.68391)  -1.2065
C (4.91867, 0.44057, 0.40063)  -0.6801
C (4.27921, -0.35546, -0.53897)  -0.8764
C (3.10444, 0.10661, -1.09748)  -1.2955
N (2.53972, 1.27401, -0.76551)  0.7899
H (-0.05170, 4.63522, -1.36827)  0.5347
H (1.52870, 5.41923, -1.22569)  0.3389
H (2.38013, 3.15399, -2.36766)  0.2240
H (1.79185, 4.50950, -3.31517)  0.6362
H (0.33235, 4.10335, -4.98140)  0.4873
H (-1.34012, 2.65063, -6.10750)  0.4256
H (-1.98900, 0.50125, -4.99206)  0.5211
H (-1.02039, -0.01174, -2.77533)  0.9433
H (-0.56924, 4.13980, 0.72358)  0.3392
H (0.81364, 4.85170, 1.56367)  0.5145
H (0.47530, 3.96984, 3.78294)  0.5515
H (0.52612, 1.98102, 5.28437)  0.4333
H (0.65410, -0.29027, 4.24725)  0.5239
H (0.58293, -0.46999, 1.77062)  -0.1110
H (2.87604, 3.84295, 1.23119)  0.4770
H (3.28176, 4.12148, -0.45046)  0.6018
H (4.88896, 2.36161, 1.36691)  0.5169
H (5.83127, 0.11156, 0.88005)  0.4488
H (4.68211, -1.31324, -0.83891)  0.5307
H (2.59141, -0.45688, -1.86296)  1.1488
O (-1.91477, -1.05171, 2.00378)  -0.3390
S (-3.25558, -1.70383, 1.90995)  0.1258
C (-2.89758, -3.50228, 1.91197)  -0.9963
C (-1.65621, -3.78716, 1.08525)  -0.6714
C (-1.77932, -3.40080, -0.39189)  -0.1706
C (-0.48050, -3.65033, -1.14375)  -1.1417
S (0.84231, -2.42430, -0.78227)  0.1735
O (0.26729, -1.06155, -1.05170)  0.0922
C (1.82284, -2.85347, -2.23176)  0.4541
C (1.54946, -2.22934, -3.43913)  -0.3081
C (2.25590, -2.61045, -4.56962)  -0.7354
C (3.21900, -3.60930, -4.48396)  -0.5478
C (3.48773, -4.22203, -3.26857)  -0.6650
C (2.78739, -3.84367, -2.13063)  -0.5439
C (-4.00668, -1.64289, 3.54066)  0.2828
C (-3.19526, -1.51057, 4.65571)  -0.2415
C (-3.77742, -1.47867, 5.91244)  -0.6453
C (-5.15862, -1.57564, 6.04206)  -0.4377
C (-5.96048, -1.70025, 4.91703)  -0.5886
C (-5.38486, -1.72949, 3.65385)  -0.3577
H (-3.78564, -3.98279, 1.49212)  0.4269
H (-2.76709, -3.82403, 2.94322)  0.5003
H (-1.44597, -4.85752, 1.15730)  0.5343
H (-0.81232, -3.25334, 1.53018)  0.2041
H (-2.06792, -2.35099, -0.49382)  0.0014
H (-2.55407, -4.00910, -0.86280)  0.4614
H (-0.61199, -3.63609, -2.22388)  0.5569
H (-0.04837, -4.60965, -0.84481)  0.5033
H (0.79844, -1.45088, -3.47894)  0.4442
H (2.05083, -2.13170, -5.51813)  0.4650
H (3.76443, -3.90793, -5.36953)  0.4110
H (4.24207, -4.99514, -3.20800)  0.4375
H (2.99175, -4.31411, -1.17479)  0.4887
H (-2.12558, -1.41647, 4.51502)  0.3636
H (-3.15812, -1.38131, 6.79502)  0.3983
H (-5.61075, -1.53996, 7.02454)  0.3946
H (-7.03540, -1.76703, 5.02259)  0.3921
H (-5.99978, -1.80658, 2.76448)  0.4246
Cl (-2.53975, 3.74917, -1.42977)  -0.3798
Si (-2.13029, 1.91920, -0.37996)  0.7058
Cl (-3.47854, 0.63929, -1.35292)  -0.3571
Cl (-3.09270, 2.33050, 1.42928)  -0.3609

Properties
LUMO energy (spin up / spin down) in eV: -2.14 / -2.29
HOMO energy (spin up / spin down) in eV: -9.66 / -10.38
Multiplicity: 5
Orbital gap (spin up / spin down) in eV: 7.5 / 8.1
E in eV: -142504.788
Energy above the lowest of the compared OMol25 structures with the same formula, charge and spin in eV: 0.000
Net charge: +1